Molecular formula: C32H46Cl2HfO4P4
Method: DFT, ωB97M-V with the def2-TZVPD basis set

Each line ends with the Löwdin charge.
Element x y z (Å)
P1 1.581 1.037 -1.937  1.125
C1 3.325 1.197 -2.154  -0.367
C2 3.859 0.610 -3.305  -0.092
H1 3.233 -0.037 -3.922  0.108
C3 5.169 0.897 -3.641  -0.058
H2 5.583 0.451 -4.540  0.117
C4 5.933 1.742 -2.834  -0.043
H3 6.966 1.963 -3.116  0.121
C5 5.390 2.306 -1.670  -0.057
H4 5.993 2.963 -1.049  0.117
C6 4.080 2.033 -1.305  -0.073
H5 3.633 2.456 -0.403  0.108
C7 0.900 -0.380 -2.757  -0.363
C8 1.480 -1.649 -2.546  -0.091
H6 2.385 -1.748 -1.944  0.100
C9 0.904 -2.761 -3.152  -0.059
H7 1.336 -3.748 -2.980  0.118
C10 -0.204 -2.603 -3.993  -0.060
H8 -0.639 -3.475 -4.487  0.120
C11 -0.752 -1.339 -4.216  -0.064
H9 -1.602 -1.207 -4.888  0.121
C12 -0.220 -0.226 -3.586  -0.077
H10 -0.633 0.772 -3.763  0.114
C13 0.616 2.503 -2.208  -0.351
C14 0.821 3.041 -3.489  -0.082
H11 1.541 2.566 -4.156  0.120
C15 0.085 4.154 -3.868  -0.051
H12 0.237 4.550 -4.871  0.123
C16 -0.807 4.731 -2.978  -0.045
H13 -1.385 5.617 -3.298  0.130
C17 -0.974 4.219 -1.693  -0.056
H14 -1.662 4.701 -0.988  0.109
C18 -0.266 3.097 -1.292  -0.085
H15 -0.364 2.717 -0.260  0.087
Hf1 0.652 -0.170 2.360  0.629
C19 -1.442 -1.415 2.029  -0.161
C20 -1.991 -1.461 0.798  -0.381
H16 -1.932 -1.891 2.890  0.024
C21 -1.319 -0.690 -0.315  -0.392
O1 -2.187 0.406 -0.743  -0.019
H17 -1.679 1.056 -1.256  0.076
C22 -0.142 -0.123 0.237  -0.228
H18 -0.962 -1.321 -1.155  0.129
C23 1.060 0.382 0.446  -0.225
Cl1 0.122 -0.986 4.597  0.053
Cl2 2.640 0.921 3.065  0.094
P2 1.798 -2.523 2.094  0.707
C24 2.658 -3.081 3.609  -0.267
H19 1.921 -3.437 4.337  0.042
H20 3.193 -2.233 4.050  0.043
H21 3.366 -3.881 3.355  0.059
C25 0.740 -3.957 1.716  -0.251
H22 0.271 -3.817 0.734  0.032
H23 -0.057 -4.013 2.467  0.048
H24 1.326 -4.886 1.720  0.067
C26 3.109 -2.633 0.836  -0.246
H25 3.642 -1.676 0.788  0.046
H26 2.676 -2.845 -0.149  0.024
H27 3.815 -3.429 1.109  0.062
P3 -3.499 -2.288 0.241  0.888
C27 -4.069 -3.357 1.554  -0.161
C28 -3.064 -3.207 -1.236  -0.158
H28 -4.012 -2.832 2.515  0.067
H29 -3.456 -4.267 1.596  0.077
H30 -5.112 -3.637 1.350  0.075
H31 -2.765 -2.523 -2.039  0.056
H32 -3.930 -3.793 -1.568  0.078
H33 -2.232 -3.888 -1.018  0.072
C29 -4.708 -1.031 -0.158  -0.160
H34 -4.786 -0.327 0.679  0.074
H35 -5.684 -1.496 -0.338  0.075
H36 -4.378 -0.483 -1.047  0.062
H37 1.929 0.946 0.934  0.010
C30 0.488 3.432 4.445  -0.106
O2 -0.775 2.762 4.254  -0.313
P4 -1.051 1.744 3.011  0.740
O3 -2.492 1.144 3.470  -0.345
C31 -2.851 1.029 4.857  -0.099
O4 -1.478 2.745 1.759  -0.340
C32 -2.858 2.967 1.405  -0.086
H38 1.064 3.530 3.512  0.067
H39 1.098 2.872 5.168  0.088
H40 0.270 4.432 4.843  0.102
H41 -3.641 0.271 4.894  0.096
H42 -2.014 0.689 5.480  0.057
H43 -3.243 1.988 5.217  0.099
H44 -3.331 2.043 1.039  0.076
H45 -3.412 3.382 2.261  0.101
H46 -2.833 3.704 0.592  0.077

Properties
**HOMO level (alpha / beta)**: -12.19 / -12.19 eV
**DFT total energy**: -3881.24141 hartree
**LUMO (alpha / beta)**: -0.219 / -0.219 hartree
**M**: 868.0 g/mol
**Total charge**: +2
**Multiplicity**: 1